The following is a quantum chemistry calculation of 3 unconnected molecules or ions with the total composition C25H51FN7O2 in a non-equilibrium geometry, from the Open Molecules 2025 dataset.

HOMO energy (alpha / beta)   -10.62 / -11.42 eV
E_tot   -1616.45006 Eh
Lowest unoccupied orbital energy (alpha / beta)   -2.45 / -2.62 eV
Frontier orbital gap (alpha / beta)   8.1726 / 8.8040 eV

The geometry in ORCA input format:
```
! RIJCOSX wB97M-V def2-TZVPD def2/J DEFGRID3
* xyz 1 3
C 0.72 2.92 3.73
C 0.87 4.04 2.67
F 1.67 5.02 3.23
C 1.56 3.52 1.35
C 1.20 2.05 1.21
N 2.19 1.15 1.25
C 1.50 -0.04 1.12
N 2.16 -1.18 1.10
C 1.48 -2.47 0.92
C 2.07 -3.60 1.87
N 2.79 -3.09 3.03
N 0.19 0.16 1.03
N -0.01 1.51 1.08
H 0.53 3.44 4.69
H 1.64 2.33 3.87
H -0.14 2.26 3.56
H -0.13 4.42 2.38
H 1.26 4.09 0.46
H 2.65 3.56 1.52
H 3.17 -1.13 1.20
H 1.72 -2.79 -0.12
H 0.39 -2.39 0.96
H 1.23 -4.21 2.23
H 2.74 -4.23 1.28
H 2.21 -2.52 3.63
H 3.65 -2.61 2.78
H -0.55 -0.52 0.96
H -0.89 2.02 1.06
C 1.95 -4.54 -5.79
C 2.64 -3.70 -4.69
C 3.87 -2.99 -5.29
C 5.02 -3.95 -5.58
C 5.39 -4.74 -4.33
C 4.19 -5.44 -3.65
N 3.00 -4.55 -3.52
O 3.19 -3.77 -2.49
C 3.81 -6.71 -4.44
C 4.67 -5.98 -2.30
C 1.59 -2.64 -4.33
H 1.46 -3.89 -6.51
H 2.64 -5.15 -6.38
H 1.19 -5.20 -5.36
H 4.22 -2.22 -4.60
H 3.59 -2.48 -6.21
H 4.76 -4.63 -6.40
H 5.89 -3.38 -5.91
H 6.14 -5.49 -4.58
H 5.86 -4.06 -3.62
H 2.89 -7.15 -4.05
H 4.59 -7.47 -4.35
H 3.69 -6.55 -5.51
H 5.09 -5.20 -1.67
H 5.45 -6.72 -2.44
H 3.85 -6.45 -1.75
H 0.70 -3.11 -3.90
H 1.28 -2.10 -5.22
H 1.97 -1.90 -3.63
C -5.46 3.80 4.61
C -4.27 4.21 3.72
C -4.39 5.69 3.35
C -5.51 5.96 2.35
C -5.34 5.10 1.11
C -5.16 3.60 1.40
N -4.19 3.33 2.50
O -2.97 3.43 2.01
C -6.52 2.96 1.75
C -4.76 2.91 0.09
C -3.05 4.02 4.62
H -5.36 4.23 5.60
H -6.42 4.14 4.24
H -5.50 2.71 4.73
H -3.45 6.05 2.93
H -4.56 6.28 4.26
H -6.49 5.79 2.81
H -5.50 7.02 2.07
H -6.20 5.24 0.45
H -4.47 5.47 0.55
H -6.40 1.93 2.08
H -7.17 2.94 0.87
H -7.08 3.50 2.51
H -3.86 3.34 -0.35
H -5.55 3.01 -0.65
H -4.58 1.84 0.25
H -2.92 2.97 4.89
H -3.15 4.59 5.54
H -2.13 4.37 4.14
*
```

The following is a quantum chemistry calculation of a molecular structure, C43H50Br2Cl3NOP3RbS2 in a non-equilibrium geometry, from the Open Molecules 2025 dataset.

ΔE to the lowest compared entry with this formula, charge and spin   18.84 kcal per mole
HOMO energy   -1.85 eV
E_tot   -10171.78353 Eh
Lowest unoccupied orbital energy   3.64 eV
Frontier orbital gap   5.4898 eV

The geometry in ORCA input format:
```
! RIJCOSX wB97M-V def2-TZVPD def2/J DEFGRID3
* xyz -2 1
Rb -0.90 0.66 1.24
C 2.86 -1.73 3.75
C 3.45 -1.65 2.33
C 4.69 -2.58 2.22
P 1.98 -1.81 1.11
C 1.82 -3.73 1.27
C 2.52 -4.54 0.20
C 0.30 -4.16 1.33
C 2.75 -1.53 -0.53
C 3.95 -0.80 -0.65
C 4.49 -0.56 -1.90
C 3.87 -1.07 -3.05
C 2.71 -1.85 -2.89
C 2.06 -2.01 -1.65
N 0.75 -2.42 -1.48
C 0.25 -3.46 -2.20
C 1.06 -4.50 -2.81
C 0.43 -5.65 -3.38
C -0.98 -5.73 -3.35
C -1.74 -4.68 -2.85
C -1.14 -3.58 -2.19
P -2.21 -2.26 -1.31
C -3.90 -2.80 -1.62
C -4.24 -4.07 -0.79
C -4.40 -2.98 -3.07
C -1.92 -0.92 -2.56
C -1.70 -1.21 -4.00
C -2.96 0.23 -2.40
H 3.66 -1.58 4.48
H 2.00 -1.02 3.85
H 2.41 -2.68 3.95
H 3.75 -0.61 2.10
H 4.55 -3.59 2.73
H 5.08 -2.72 1.17
H 5.53 -2.12 2.73
H 2.23 -4.00 2.19
H 2.24 -4.17 -0.80
H 3.58 -4.33 0.27
H 2.32 -5.62 0.25
H -0.20 -4.24 0.38
H 0.35 -5.13 1.84
H -0.27 -3.51 1.95
H 4.34 -0.42 0.35
H 5.41 0.07 -1.89
H 4.43 -1.00 -4.09
H 2.25 -2.28 -3.71
H 2.13 -4.36 -2.98
H 0.98 -6.41 -3.83
H -1.47 -6.66 -3.77
H -2.78 -4.85 -2.85
H -4.56 -1.99 -1.19
H -3.50 -4.83 -0.90
H -4.35 -3.77 0.26
H -5.20 -4.44 -1.11
H -3.83 -3.64 -3.75
H -5.42 -3.42 -3.01
H -4.44 -2.00 -3.56
H -1.02 -0.54 -2.13
H -2.62 -1.25 -4.59
H -1.08 -0.46 -4.44
H -1.20 -2.15 -4.17
H -3.91 -0.07 -2.79
H -2.99 0.60 -1.40
H -2.70 1.01 -3.08
Br 0.22 2.37 -1.79
C 2.07 1.89 -1.97
Br 3.20 2.94 -3.18
H 1.99 0.90 -2.26
H 2.52 2.00 -0.97
Cl -8.56 2.88 -0.19
C -6.81 3.01 0.02
C -6.22 2.20 0.95
C -4.83 2.10 1.02
Cl -4.28 0.99 2.26
C -3.91 2.77 0.16
O -2.68 2.53 0.07
C -4.64 3.68 -0.64
Cl -3.69 4.64 -1.69
C -6.00 3.82 -0.77
H -6.86 1.54 1.59
H -6.39 4.49 -1.46
S 0.08 2.21 4.10
P 1.41 3.13 2.98
S 2.82 2.09 2.07
C 2.28 4.43 3.99
C 1.49 5.34 4.71
C 2.16 6.17 5.54
C 3.49 6.10 5.84
C 4.29 5.28 5.10
C 3.67 4.41 4.19
C 0.59 4.37 1.84
C 1.29 5.13 0.90
C 0.70 5.94 -0.04
C -0.70 5.94 -0.16
C -1.44 5.22 0.74
C -0.82 4.43 1.73
H 0.37 5.35 4.61
H 1.73 7.03 5.95
H 3.95 6.78 6.54
H 5.35 5.11 5.22
H 4.18 3.57 3.73
H 2.33 4.94 0.84
H 1.39 6.24 -0.89
H -1.25 6.54 -0.89
H -2.46 5.21 0.71
H -1.52 3.82 2.29
*
```